# 1
This record from the Open Molecules 2025 dataset describes C29H52DyP2Si as an isolated structure in a non-equilibrium geometry. The level of theory is ωB97M-V/def2-TZVPD.

## Properties
Total charge: +1
DFT total energy, Eh: -2993.1541
Spin multiplicity: 6

Geometry as XYZ:
```
85
C29H52DyP2Si, DFT ωB97M-V/def2-TZVPD
Dy 0.0674 -0.8163 1.2293
C -0.4417 -2.9541 2.5183
C 0.9255 -3.0757 2.0844
C 0.8410 -1.4594 3.7290
C -0.4844 -1.9392 3.5258
C 1.7080 -2.1291 2.8176
C -1.6123 -3.7103 2.0004
H -1.3830 -4.2086 1.0529
H -2.4761 -3.0484 1.8440
H -1.9267 -4.4826 2.7185
C -1.6848 -1.3637 4.1840
H -2.5812 -1.9274 3.9153
H -1.8157 -0.3094 3.8920
H -1.5531 -1.3829 5.2721
C 1.2090 -0.3908 4.6942
H 0.7941 -0.6164 5.6847
H 0.7800 0.5679 4.3740
H 2.2962 -0.2789 4.7619
C 3.1775 -1.9120 2.7072
H 3.7162 -2.4652 3.4894
H 3.4254 -0.8513 2.8316
H 3.5567 -2.2460 1.7387
C 1.4481 -4.0073 1.0466
H 1.8698 -4.9170 1.5054
H 2.2537 -3.5390 0.4598
H 0.6570 -4.3213 0.3543
C -1.7111 0.1796 -5.1547
C -1.6939 -1.1507 -5.3416
C -0.7929 -1.8891 -6.2900
C 0.5851 -1.2286 -6.5648
C 1.3079 -0.7035 -5.3532
C 1.2850 0.5612 -4.9092
C 0.3944 1.6510 -5.4203
C -0.9773 1.1784 -5.9950
H -1.3141 -2.0177 -7.2543
H 0.4651 -0.4458 -7.3262
H -0.6144 -2.9089 -5.9113
H -0.8221 0.8054 -7.0162
H -2.4244 0.6205 -4.4445
H -2.4928 -1.7665 -4.9037
H -1.6170 2.0735 -6.0780
H 0.1941 2.3787 -4.6179
H 2.0569 0.8871 -4.1960
H 0.9236 2.2121 -6.2081
H 1.2274 -2.0058 -7.0121
H 1.9907 -1.4364 -4.8947
P -0.9693 -0.5981 -1.3063
P 1.9860 0.7176 -0.0645
C -0.0049 0.6937 -2.1905
C 0.9755 1.5691 -1.3729
H -0.7143 1.3385 -2.7343
H 0.5476 0.1434 -2.9642
H 1.7017 2.0513 -2.0483
H 0.4124 2.3650 -0.8606
C 2.5989 2.0794 0.9793
H 3.3841 1.7010 1.6508
H 1.7650 2.4346 1.6013
H 2.9968 2.9023 0.3676
C 3.4520 0.0634 -0.9285
H 3.8887 0.8186 -1.6005
H 3.1643 -0.8244 -1.5124
H 4.2083 -0.2413 -0.1873
C -2.6852 0.0247 -1.2113
H -3.2815 -0.7095 -0.6472
H -3.1327 0.1829 -2.2043
H -2.6928 0.9694 -0.6445
C -0.9989 -2.1011 -2.3365
H -0.0210 -2.6020 -2.2991
H -1.2249 -1.8936 -3.3869
H -1.7614 -2.7956 -1.9537
C -2.7025 4.4183 3.5853
Si -1.4059 3.3182 4.3671
C 0.0258 4.3972 4.9229
C -2.1589 2.4797 5.8723
C -0.7787 1.9909 3.2297
C -0.4123 1.1409 2.3902
H -3.0613 5.1784 4.2921
H -3.5726 3.8390 3.2564
H -2.3017 4.9452 2.7119
H -0.2677 5.0731 5.7380
H 0.8555 3.7754 5.2818
H 0.3969 5.0130 4.0937
H -3.0722 1.9289 5.6131
H -1.4531 1.7732 6.3280
H -2.4223 3.2290 6.6320
```

Mulliken atomic charge list, values in e, 8 entries: -0.07, 0.34, 0.55, 0.80, 0.48, 0.47, -1.49, 0.32

***

# 2
This record from the Open Molecules 2025 dataset describes a 8-piece molecular cluster, C29H52N5O12P3 overall in a non-equilibrium geometry. The level of theory is ωB97M-V/def2-TZVPD.

## Properties
SMILES: COP(=O)(OC)OC.COP(=O)(OC)OC.COP(=O)(OC)OC.c1cc[nH]c1.c1cc[nH]c1.c1cc[nH]c1.c1cc[nH]c1.c1cc[nH]c1
DFT total energy, Eh: -3337.1203

Geometry as XYZ:
```
101
C29H52N5O12P3, DFT ωB97M-V/def2-TZVPD
N 0.4946 -1.4849 4.6872
C 0.9389 -1.7662 5.9592
C 0.4401 -2.9367 6.4165
C -0.3395 -3.5063 5.4383
C -0.2239 -2.6016 4.3647
H 0.6543 -0.6175 4.1949
H 1.6973 -1.1115 6.3622
H 0.6368 -3.2836 7.4202
H -0.9488 -4.3980 5.4483
H -0.7154 -2.6576 3.4046
N -2.5968 0.2432 -4.0306
C -3.2146 -0.3623 -2.9696
C -3.1707 -1.6909 -3.1237
C -2.5976 -1.9252 -4.4136
C -2.1946 -0.6806 -4.9255
H -2.4663 1.2383 -4.1442
H -3.6091 0.2744 -2.1915
H -3.4721 -2.4609 -2.4289
H -2.4292 -2.8766 -4.8962
H -1.7055 -0.3550 -5.8316
N -1.2756 1.5646 0.1456
C -1.9374 2.2629 -0.8142
C -3.0871 2.8039 -0.1706
C -3.1430 2.3682 1.1217
C -1.9908 1.5869 1.3344
H -0.5285 0.9140 -0.0509
H -1.5496 2.2940 -1.8217
H -3.9037 3.3839 -0.5746
H -3.9471 2.6784 1.7727
H -1.6170 1.0312 2.1816
N -0.2535 -1.5465 -1.1549
C 0.1918 -0.5999 -2.0808
C 1.0386 0.2754 -1.4570
C 1.1313 -0.0985 -0.1369
C 0.2597 -1.2012 0.0787
H -0.9543 -2.2349 -1.3899
H -0.0530 -0.5511 -3.1316
H 1.4842 1.0917 -2.0060
H 1.7050 0.4478 0.5972
H -0.0595 -1.6976 0.9832
N 3.2351 -2.0881 -1.0985
C 4.0223 -1.9532 -0.0085
C 5.3306 -2.3122 -0.3841
C 5.3817 -2.5064 -1.7371
C 4.0720 -2.2918 -2.1350
H 2.3005 -1.7284 -1.2295
H 3.5875 -1.8601 0.9757
H 6.1541 -2.3121 0.3146
H 6.2359 -2.7618 -2.3465
H 3.6609 -2.3640 -3.1311
C 5.4176 2.0931 4.8538
O 4.0472 1.6450 4.7269
P 3.5236 1.0740 3.2700
O 2.2060 0.4382 3.3454
O 3.6598 2.4171 2.4095
C 3.7219 2.5347 0.9958
O 4.7388 0.1630 2.6409
C 5.2877 -0.9247 3.3327
H 5.9575 1.9470 3.9182
H 5.9582 1.6168 5.6716
H 5.3208 3.1655 5.0234
H 4.0499 1.6249 0.4930
H 4.3892 3.3426 0.6957
H 2.7294 2.7293 0.5895
H 4.6837 -1.3034 4.1573
H 6.1045 -0.5995 3.9770
H 5.6053 -1.7696 2.7216
C -3.3056 -4.9051 3.3997
O -4.1827 -3.8893 3.0017
P -3.8211 -3.1192 1.6101
O -2.3996 -2.6568 1.5496
O -4.1844 -4.0531 0.3257
C -3.2935 -5.0821 -0.0871
O -4.9751 -1.9966 1.5151
C -4.9621 -0.9492 0.5628
H -3.4171 -5.7569 2.7288
H -3.5314 -5.1606 4.4350
H -2.2230 -4.7783 3.3927
H -3.7994 -5.8523 -0.6694
H -2.8626 -5.6014 0.7689
H -2.4142 -4.7432 -0.6349
H -4.1644 -1.1563 -0.1506
H -4.8377 0.0272 1.0311
H -5.8780 -0.9311 -0.0279
C -1.1453 6.5011 -5.6018
O -1.8409 5.3284 -5.4552
P -1.2094 4.1519 -4.5206
O -2.1534 3.0383 -4.3149
O 0.1815 3.7828 -5.1849
C 0.8065 2.5933 -4.7915
O -0.7462 5.0046 -3.2055
C -1.8088 5.5978 -2.3878
H -1.7205 7.3801 -5.3112
H -0.6919 6.6565 -6.5808
H -0.3556 6.4985 -4.8506
H 1.6847 2.8937 -4.2201
H 1.1137 2.1653 -5.7457
H 0.1716 1.8904 -4.2523
H -1.5988 5.4596 -1.3272
H -2.7761 5.1634 -2.6401
H -1.7282 6.6695 -2.5697
```

Mulliken atomic charge list, values in e, 8 entries: 0.16, -0.59, -0.72, -0.31, -0.10, 0.29, 0.43, 0.38

***

# 3
This record from the Open Molecules 2025 dataset describes a 5-piece molecular cluster, C29H52NO8 overall in a non-equilibrium geometry. The level of theory is ωB97M-V/def2-TZVPD.

## Properties
Total charge: +1
ΔE to the lowest compared entry with this formula, charge and spin, kJ/mol: 1575.1

Geometry as XYZ:
```
90
C29H52NO8, DFT ωB97M-V/def2-TZVPD
C -0.2296 1.1309 -0.5923
C -0.2894 2.7759 -0.6004
O -1.5466 3.3391 -0.0535
C -2.5711 3.4711 -1.1414
C -4.0338 2.9951 -0.5731
O -5.1092 3.9900 -0.7032
C -5.8283 3.8776 -1.9816
C -6.7906 2.5139 -2.0788
C -7.9024 2.2919 -0.8560
C -8.8540 0.9428 -0.8602
C -9.9784 0.5904 0.3209
O -10.3001 -0.7145 0.5077
O -10.6414 1.6191 1.1435
C -8.6569 -0.1617 -2.0960
C -7.5285 0.2091 -3.2497
N -6.6568 1.4808 -3.2123
C -5.6449 1.6222 -4.3366
C -4.0725 1.5137 -3.8492
H -1.2221 0.6056 -0.9346
H 0.6317 0.7192 -1.3069
H 0.0792 0.7467 0.4949
H -0.1309 3.1813 -1.6987
H 0.6629 3.1427 0.0191
H -2.2395 2.6660 -1.9578
H -2.5628 4.5331 -1.6449
H -3.8918 2.8095 0.5973
H -4.2656 1.9461 -1.0367
H -6.6037 4.7848 -2.0033
H -5.1543 4.0240 -2.9376
H -8.0264 3.0587 0.0479
H -10.2498 2.5329 0.9756
H -9.3050 -1.1522 -2.1012
H -7.3962 -0.6018 -4.1091
H -5.8065 2.6083 -4.9587
H -5.8023 0.7253 -5.1081
H -3.6546 2.5939 -3.6152
H -3.3806 1.0905 -4.7242
H -3.9943 0.8247 -2.8863
C 3.9397 -1.8081 -2.7748
C 4.2433 -2.1592 -1.3411
C 3.6109 -1.0066 -0.5919
O 2.4908 -0.5674 -1.3727
C 2.5645 -1.1870 -2.6642
H 3.9671 -2.6651 -3.4524
H 4.6588 -1.0626 -3.1346
H 3.7424 -3.0975 -1.0751
H 5.3103 -2.2698 -1.1318
H 4.3045 -0.1642 -0.4994
H 3.2730 -1.2920 0.4085
H 1.7798 -1.9497 -2.7139
H 2.3766 -0.4417 -3.4420
C 3.3196 -4.9380 3.8202
C 3.3025 -3.5423 4.3879
C 4.1981 -2.7967 3.4228
O 4.0573 -3.4353 2.1463
C 3.3576 -4.6737 2.3309
H 2.4638 -5.5464 4.1234
H 4.2356 -5.4542 4.1317
H 2.2850 -3.1363 4.3431
H 3.6485 -3.4841 5.4230
H 5.2499 -2.8701 3.7190
H 3.9329 -1.7390 3.3366
H 2.3480 -4.5506 1.9242
H 3.8629 -5.4690 1.7760
C 0.0010 -2.1001 7.8219
C -0.4741 -0.8646 7.1018
C 0.2125 -0.9964 5.7598
O 0.3525 -2.4000 5.5000
C 0.0508 -3.1186 6.7041
H -0.6476 -2.4045 8.6472
H 1.0087 -1.9330 8.2205
H -1.5618 -0.9070 6.9707
H -0.2278 0.0671 7.6173
H 1.2162 -0.5589 5.7821
H -0.3548 -0.5270 4.9508
H -0.9210 -3.6056 6.5677
H 0.8072 -3.8901 6.8724
C 8.2736 1.6932 -4.2430
C 8.0451 1.9123 -2.7698
C 6.5346 1.9198 -2.6811
O 6.0523 1.0607 -3.7234
C 7.1433 0.7539 -4.6025
H 9.2592 1.2841 -4.4789
H 8.1574 2.6412 -4.7817
H 8.4485 1.0655 -2.2021
H 8.4996 2.8291 -2.3857
H 6.1309 2.9219 -2.8604
H 6.1698 1.5647 -1.7129
H 7.4262 -0.2906 -4.4317
H 6.8212 0.8627 -5.6418
```

Mulliken atomic charge list, values in e, 8 entries: -0.33, -0.41, -0.41, -0.21, -0.20, -0.35, -0.49, 0.30

***

Which formula does entry 1 have?
C29H52DyP2Si